{
  "formula": "C19H27AlF3O13S",
  "method": "ωB97M-V/def2-TZVPD",
  "species": ["Al", "C", "C", "O", "O", "H", "H", "H", "C", "F", "F", "F", "S", "O", "O", "O", "O", "C", "O", "C", "C", "C", "H", "H", "H", "H", "H", "H", "O", "C", "O", "C", "C", "C", "H", "H", "H", "H", "H", "H", "O", "C", "O", "C", "C", "C", "H", "H", "H", "H", "H", "H", "O", "C", "O", "C", "C", "C", "H", "H", "H", "H", "H", "H"],
  "coordinates": [[-1.382, 0.179, -0.859], [-4.792, 3.419, -2.175], [-3.747, 2.437, -1.881], [-4.021, 1.618, -0.973], [-2.568, 2.558, -2.249], [-4.393, 4.428, -2.072], [-5.624, 3.269, -1.487], [-4.963, 3.198, -3.229], [3.312, 2.096, -1.649], [3.335, 0.922, -0.974], [3.269, 3.051, -0.735], [4.439, 2.406, -2.361], [1.778, 2.203, -2.854], [2.071, 1.219, -3.920], [0.503, 1.840, -2.197], [1.824, 3.535, -3.381], [-2.475, 1.214, 1.683], [-2.854, 2.002, 2.563], [-2.309, 2.004, 3.902], [-3.236, 2.699, 4.772], [-3.924, 3.642, 3.807], [-4.177, 2.822, 2.649], [-2.661, 3.331, 5.449], [-3.859, 2.009, 5.342], [-3.339, 4.506, 3.493], [-4.867, 3.916, 4.280], [-4.285, 3.388, 1.724], [-4.933, 2.038, 2.700], [0.848, 0.472, 0.964], [1.573, 1.035, 1.727], [2.727, 0.645, 1.925], [3.391, 1.481, 2.907], [2.570, 2.723, 2.825], [1.174, 2.135, 2.620], [4.431, 1.674, 2.642], [3.460, 1.057, 3.909], [2.829, 3.350, 1.972], [2.848, 3.421, 3.615], [0.448, 2.821, 2.183], [0.831, 1.798, 3.598], [-1.552, -2.679, -1.573], [-1.288, -3.804, -2.070], [-1.597, -5.016, -1.322], [-1.483, -6.099, -2.187], [-0.473, -5.696, -3.343], [-0.735, -4.144, -3.379], [-2.371, -6.507, -2.669], [-1.220, -6.959, -1.570], [-0.727, -6.349, -4.179], [0.520, -5.949, -2.971], [-1.599, -3.957, -4.016], [0.102, -3.531, -3.713], [1.170, -1.213, -1.081], [2.130, -2.001, -0.943], [2.393, -2.939, -1.817], [3.708, -3.571, -1.574], [3.990, -3.230, -0.186], [2.943, -2.186, 0.252], [4.469, -3.081, -2.181], [3.791, -4.657, -1.570], [5.007, -2.900, 0.026], [3.872, -4.192, 0.313], [3.354, -1.205, 0.493], [2.344, -2.697, 1.006]],
  "forces_ev_per_angstrom": [[-0.2, 0.4, 0.4], [-1.2, 1.4, -0.8], [3.8, -2.6, 3.8], [-1.6, -0.8, 0.0], [0.5, 1.0, -2.1], [0.1, -0.1, -0.1], [0.0, -0.1, -0.6], [-0.7, 0.3, -0.1], [0.8, 0.9, -0.2], [0.4, 0.8, -1.4], [-0.9, 0.1, 0.2], [-1.7, -1.7, 0.5], [-1.0, -0.5, 1.0], [0.0, 0.1, 0.3], [2.2, 0.2, -0.4], [0.2, 0.0, 0.0], [0.1, 2.3, 1.9], [-0.3, -2.5, 1.1], [-0.4, -0.6, -2.7], [1.4, 1.4, -0.4], [-1.9, 0.5, 2.1], [1.7, -1.5, -2.9], [0.2, -0.5, 0.3], [-0.1, -0.1, -0.4], [0.1, 0.0, 0.6], [0.1, 0.7, -0.1], [-0.3, -0.2, 0.0], [-0.3, 0.2, 0.2], [-2.3, -1.7, -3.1], [-2.9, 1.3, 1.7], [4.8, -2.0, 0.7], [1.3, 1.1, 0.2], [0.5, 1.5, 0.0], [0.2, 2.2, 0.9], [-0.1, -0.4, -0.6], [-0.7, -0.6, -0.2], [0.2, -0.4, -0.5], [-0.9, -0.3, 0.6], [0.0, -0.2, 0.1], [-0.5, -0.5, -0.2], [0.9, -3.1, -1.2], [-1.4, 0.9, 4.1], [0.0, 4.1, -1.4], [1.2, -1.9, -1.3], [-0.9, -0.1, 2.2], [0.1, -1.7, -1.2], [-0.9, 1.1, 0.2], [0.8, 0.1, 0.0], [0.2, 0.7, -0.4], [0.2, 0.3, -0.3], [0.0, 0.1, -0.5], [-0.2, 0.1, 0.2], [1.1, -0.8, -0.5], [-2.2, -0.3, 0.1], [0.0, -0.4, -1.6], [0.8, 0.9, -0.6], [0.6, 0.0, 2.7], [1.4, -0.3, 0.4], [-0.6, -0.3, -0.8], [-1.0, 0.2, -1.4], [0.0, 0.0, -0.3], [-0.1, 0.5, 1.0], [-0.1, -0.3, 0.7], [-0.3, 0.9, 0.3]],
  "mulliken_spin": [-0.0901, 0.1779, -0.0478, 0.3095, 0.4238, -0.0037, -0.0009, 0.0075, -0.0141, 0.0008, -0.0009, -0.0013, -0.1144, 0.5785, 0.1955, 0.3087, -0.0191, -0.0021, -0.0010, 0.0001, 0.0000, -0.0010, -0.0001, 0.0000, 0.0000, 0.0000, 0.0000, 0.0000, -0.3289, 0.0130, -0.0136, 0.0008, -0.0039, -0.0464, -0.0007, 0.0004, -0.0003, -0.0045, -0.0006, 0.0009, -0.0508, -0.0091, -0.0039, -0.0010, 0.0004, 0.0004, -0.0001, -0.0002, -0.0001, 0.0001, 0.0004, 0.0001, -0.2594, 0.0240, -0.0177, -0.0005, -0.0006, -0.0047, 0.0003, -0.0010, -0.0017, 0.0001, -0.0011, 0.0040],
  "gap_ev": [4.120, 5.048],
  "s2": 1.677,
  "total_charge": 2,
  "energy_ha": -2657.66540,
  "multiplicity": 2
}

=====

{
  "formula": "C11H26BCl14InNO",
  "method": "ωB97M-V/def2-TZVPD",
  "species": ["C", "C", "B", "O", "In", "C", "C", "N", "H", "H", "H", "H", "H", "H", "H", "H", "H", "H", "H", "H", "C", "Cl", "Cl", "H", "H", "C", "Cl", "Cl", "H", "H", "C", "Cl", "Cl", "H", "H", "C", "Cl", "Cl", "H", "H", "C", "Cl", "Cl", "H", "H", "C", "Cl", "Cl", "H", "H", "C", "Cl", "Cl", "H", "H"],
  "coordinates": [[1.320, 3.544, -1.766], [1.434, 2.020, -1.897], [1.284, 1.252, -0.521], [0.474, 1.920, 0.441], [2.191, -0.789, -0.005], [1.838, -1.246, 2.202], [1.882, 0.021, 2.934], [2.910, 0.645, 3.387], [1.262, 4.061, -2.729], [2.191, 3.938, -1.247], [0.420, 3.806, -1.216], [2.343, 1.751, -2.437], [0.601, 1.659, -2.514], [-0.401, 1.514, 0.424], [1.362, -1.995, -0.961], [3.931, -0.938, -0.340], [0.824, -1.647, 2.257], [2.572, -1.957, 2.576], [0.907, 0.481, 3.117], [3.747, 0.108, 3.152], [1.932, 5.384, 1.735], [1.557, 6.262, 0.252], [3.032, 6.272, 2.809], [1.008, 5.196, 2.265], [2.408, 4.447, 1.470], [-0.649, -4.929, -1.126], [-0.162, -3.792, -2.382], [0.207, -4.687, 0.409], [-1.710, -4.807, -0.943], [-0.435, -5.927, -1.485], [2.013, 3.387, 5.162], [0.380, 3.580, 4.514], [2.064, 3.622, 6.924], [2.338, 2.378, 4.916], [2.651, 4.130, 4.701], [-2.323, 0.826, -4.392], [-1.242, 2.221, -4.331], [-1.711, -0.527, -3.430], [-3.287, 1.120, -3.997], [-2.414, 0.504, -5.422], [-2.457, 1.132, 4.262], [-1.291, 0.898, 2.961], [-2.892, -0.388, 5.065], [-2.009, 1.790, 4.999], [-3.360, 1.568, 3.853], [-5.533, -0.727, -4.980], [-5.282, 0.517, -6.216], [-5.858, -0.028, -3.391], [-6.385, -1.329, -5.270], [-4.636, -1.332, -4.913], [0.216, -9.127, -1.799], [-0.078, -8.439, -0.199], [0.167, -7.896, -3.067], [1.198, -9.584, -1.803], [-0.552, -9.862, -2.006]],
  "forces_ev_per_angstrom": [[-0.1, -0.2, -0.3], [0.1, 0.4, 0.1], [0.1, 0.0, 0.3], [-0.3, 0.0, -0.5], [0.1, 0.1, -0.3], [-0.3, 0.5, 0.3], [0.2, -0.4, 0.0], [-0.1, 0.2, 0.2], [0.1, -0.1, -0.1], [0.0, 0.1, 0.1], [0.1, 0.1, 0.2], [0.0, -0.1, 0.0], [0.0, -0.2, 0.1], [0.1, 0.0, 0.4], [0.0, -0.1, 0.1], [0.0, 0.0, 0.1], [0.1, -0.3, 0.0], [0.1, -0.1, -0.2], [0.6, 0.1, -0.1], [0.1, 0.0, 0.0], [-0.1, -0.3, -0.1], [0.0, 0.3, 0.1], [0.0, 0.1, 0.0], [0.0, 0.0, 0.0], [0.0, 0.0, 0.0], [0.0, 0.0, 0.1], [-0.1, -0.1, -0.1], [-0.1, 0.0, -0.1], [0.0, 0.1, 0.0], [0.0, 0.0, 0.1], [0.2, -0.3, 0.0], [-0.2, 0.1, 0.0], [0.0, 0.0, -0.1], [0.1, 0.0, 0.0], [0.0, 0.0, 0.0], [0.0, -0.1, 0.1], [-0.1, 0.1, -0.1], [-0.1, 0.0, 0.0], [0.0, 0.0, 0.0], [0.1, 0.0, 0.0], [0.0, 0.1, -0.1], [-0.6, 0.1, 0.0], [0.0, 0.0, 0.0], [0.0, 0.0, 0.0], [0.0, 0.0, 0.0], [0.0, -0.1, 0.0], [-0.1, 0.0, 0.0], [0.0, 0.0, 0.0], [0.0, 0.0, 0.0], [0.0, 0.0, 0.0], [0.0, -0.1, 0.0], [0.0, 0.0, 0.0], [0.0, -0.1, -0.1], [0.0, 0.1, 0.0], [0.0, 0.0, 0.0]],
  "lowdin_charge": [-0.1718, -0.2408, -0.5506, -0.0516, 0.4446, -0.2946, -0.4355, 0.0296, 0.0591, 0.0379, 0.0486, 0.0835, 0.0281, 0.0448, -0.1490, -0.1258, 0.0143, 0.0314, -0.0196, 0.0296, -1.0210, 0.5369, 0.5024, -0.0132, 0.0326, -1.0425, 0.4839, 0.4957, 0.0236, -0.0870, -1.0013, 0.5262, 0.4764, -0.0139, -0.0153, -1.0555, 0.5601, 0.5226, -0.0244, 0.0011, -1.0077, 0.6137, 0.4959, -0.0014, 0.0219, -1.0085, 0.5169, 0.5234, 0.0208, 0.0194, -1.0080, 0.5305, 0.5399, 0.0232, 0.0206],
  "gap_ev": 5.879,
  "total_charge": -1,
  "energy_ha": -7222.34753
}